Entry 1:
DFT (ωB97M-V/def2-TZVPD) results for a 2-piece molecular cluster, C2H8N5OS overall at a distorted geometry.

Total energy: -827.89980 a.u.
Relative energy (zero: lowest compared OMol25 entry of this formula, charge and spin): 47.0 kcal per mole
HOMO (alpha / beta): -0.5121 / -0.5123 hartree
LUMO level (alpha / beta): -5.58 / -5.58 eV
Frontier orbital gap (alpha / beta): 8.36 / 8.36 eV

```
! RIJCOSX wB97M-V def2-TZVPD def2/J DEFGRID3
* xyz 1 1
C -1.4764 0.5873 0.2210
C 1.1658 -0.9811 -0.0601
N -2.6104 0.3890 1.0369
N -1.7166 0.4744 -1.0993
N 2.3683 -1.6433 -0.2678
N 1.2854 0.3984 -0.3887
N -0.2934 1.0637 0.6327
O 0.1245 -1.5143 0.2514
S 2.3560 1.4058 0.0966
H -3.2390 -0.3173 0.7914
H -2.6022 0.5523 2.0312
H -2.3182 -0.2489 -1.3608
H -0.8426 0.7567 -1.5097
H 3.0397 -1.2088 -0.7961
H 2.3797 -2.6807 -0.1466
H 0.0669 0.6789 1.4954
H 2.3126 2.2879 -0.9274
*
```

---

Entry 2:
DFT (ωB97M-V/def2-TZVPD) results for one molecule with the formula C3H3N3O2 at a distorted geometry.

Total energy: -430.75552 a.u.
Structure (SMILES): CC(=O)c1nnon1
Relative energy (zero: lowest compared OMol25 entry of this formula, charge and spin): 103.8 kcal per mole
HOMO: -0.3977 hartree
LUMO level: -0.21 eV
Frontier orbital gap: 10.61 eV

```
! RIJCOSX wB97M-V def2-TZVPD def2/J DEFGRID3
* xyz 0 1
C -1.6011 0.5892 0.2947
C -0.7479 -0.4749 -0.2158
C 0.7035 -0.3505 -0.0133
H -1.3561 1.6093 -0.1353
H -1.5315 0.5578 1.3910
H -2.6127 0.4846 -0.0103
N 1.4251 0.6989 -0.5723
N 2.5952 0.4483 -0.5218
N 1.5212 -1.2729 0.3975
O -1.1017 -1.5131 -0.7551
O 2.7059 -0.7767 0.1406
*
```

---

Entry 3:
DFT (ωB97M-V/def2-TZVPD) results for C41H50F5KN10O3S as an isolated structure at a distorted geometry.

Total energy: -3862.93075 a.u.
HOMO: -0.0007 hartree
LUMO level: 3.43 eV
Frontier orbital gap: 3.45 eV

```
! RIJCOSX wB97M-V def2-TZVPD def2/J DEFGRID3
* xyz -2 1
K -5.3670 -18.9113 8.7721
C -6.6731 -24.2960 6.0201
N -6.1161 -24.2208 7.3454
C -5.3297 -25.3709 7.7409
C -6.1742 -23.0703 8.1121
N -6.3239 -21.8292 7.6604
C -5.8725 -21.3445 6.4511
C -4.7195 -21.8735 5.8121
C -4.2532 -21.3244 4.6390
C -4.9287 -20.2419 4.0343
C -6.0255 -19.6822 4.6473
C -6.5555 -20.2534 5.8378
N -7.5819 -19.6345 6.5063
C -8.6584 -19.1194 5.9601
N -9.0701 -17.8798 6.3537
C -8.1334 -16.9309 6.9791
C -10.4809 -17.5342 6.5263
N -9.4268 -19.7956 5.0068
C -10.2443 -19.0843 4.0477
C -9.2767 -21.2321 4.9081
N -6.0759 -23.1956 9.4736
C -6.5725 -24.4181 10.1564
C -5.9310 -22.0195 10.2763
H -5.8563 -24.3101 5.2640
H -7.2549 -23.4011 5.8149
H -7.3391 -25.1740 5.9451
H -4.5670 -25.5538 6.9663
H -5.9623 -26.2904 7.7801
H -4.8217 -25.2022 8.7244
H -4.2833 -22.7952 6.2427
H -3.3897 -21.7647 4.1538
H -4.5483 -19.7896 3.1187
H -6.5055 -18.7883 4.2419
H -7.1216 -17.1318 6.6047
H -8.0960 -17.0133 8.0976
H -8.4259 -15.9300 6.6401
H -11.0865 -18.3916 6.8452
H -10.9360 -17.0522 5.6251
H -10.5699 -16.7628 7.2988
H -9.9098 -18.0321 3.9346
H -11.3444 -19.1084 4.2443
H -10.1186 -19.5642 3.0478
H -8.8167 -21.6249 5.8093
H -8.6768 -21.4622 4.0081
H -10.2631 -21.7314 4.8231
H -5.7745 -24.9252 10.7148
H -7.0522 -25.1072 9.4401
H -7.3528 -24.1270 10.8943
H -6.7264 -21.2434 10.0964
H -5.8911 -22.2793 11.3167
H -4.9540 -21.5711 10.0324
C -0.2372 -21.0081 6.8471
O -0.9780 -20.7153 8.0319
C -0.9747 -21.6098 9.0735
C -0.1543 -22.7434 9.1806
C -0.2519 -23.4958 10.3071
C -1.1663 -23.1810 11.3302
C -2.0202 -22.0492 11.1807
C -1.8246 -21.1735 10.1136
N -2.4836 -19.9484 9.9344
C -2.9183 -19.0562 10.9074
N -3.2364 -19.5175 12.1793
C -4.5770 -19.6166 12.6936
C -5.7194 -19.4390 11.9411
C -6.9482 -19.5134 12.5279
C -7.0068 -19.7180 13.9050
C -5.8839 -19.9537 14.6668
C -4.6459 -19.9930 14.0613
O -3.5083 -20.4581 14.5719
C -3.4533 -21.0808 15.8756
N -3.2131 -17.8551 10.4582
C -3.3455 -16.7437 11.2758
C -4.6660 -16.2524 11.5964
C -4.8136 -15.0631 12.2835
C -3.7037 -14.3307 12.7771
C -2.4199 -14.7959 12.5269
C -2.1806 -16.0060 11.8269
O -0.8606 -16.3231 11.6660
C -0.3038 -16.3764 10.3531
H 0.8411 -21.1365 7.0607
H -0.3291 -20.1339 6.2145
H -0.6378 -21.9212 6.3644
H 0.5332 -23.0311 8.3818
H 0.3363 -24.4015 10.4086
H -1.2329 -23.7398 12.2634
H -2.8553 -21.9003 11.8625
H -2.2202 -19.4908 9.0585
H -2.5482 -19.9428 12.8144
H -7.8578 -19.3675 11.9286
H -7.9888 -19.7573 14.4165
H -5.9523 -20.1353 15.7443
H -2.4102 -21.3939 16.1047
H -4.1343 -21.9387 15.9213
H -3.7427 -20.3362 16.6080
H -5.5235 -16.8506 11.2776
H -5.7932 -14.6048 12.4281
H -3.9454 -13.4014 13.2808
H -1.5548 -14.3014 12.9680
H -0.4329 -15.3923 9.8501
H -0.7763 -17.1308 9.7090
H 0.7629 -16.6587 10.4748
F -10.1437 -18.5667 10.2942
C -10.1625 -17.2061 10.2011
F -9.3908 -16.7367 11.1542
C -11.6759 -16.7037 10.4064
F -11.7263 -15.3756 10.2091
F -12.4897 -17.3202 9.5540
F -12.0617 -16.9860 11.6581
S -3.9405 -14.6907 5.6605
C -4.4052 -15.9297 6.5151
N -4.7887 -16.8717 7.1259
*
```